A structure of composition C32H59Br2N2O6Tl in a non-equilibrium geometry, computed with ωB97M-V/def2-TZVPD.

```
102
Properties=species:S:1:pos:R:3:forces:R:3
Tl -18.1555 -3.4941 9.1289 -0.2 -0.3 -0.2
C -21.1995 -7.6503 8.7302 0.0 -0.5 0.7
C -21.2449 -6.2618 8.1483 -0.6 -0.1 0.3
O -20.2059 -5.4402 8.4589 0.1 -0.1 -0.2
H -22.1826 -8.0793 8.5365 0.1 -0.2 -0.2
H -21.1417 -7.5825 9.8165 0.2 -0.1 0.0
H -20.4051 -8.2849 8.3374 -0.1 0.1 0.0
H -22.2245 -5.8626 8.4112 -0.1 0.6 -0.1
H -21.2594 -6.4520 7.0752 0.3 0.5 -0.6
C -16.2828 -8.4759 8.0759 0.2 -0.5 -0.9
C -15.0045 -7.7103 8.3136 2.1 -1.5 -1.5
C -15.3509 -6.4612 8.9710 -2.3 -0.7 1.0
O -16.8010 -6.3054 8.6191 0.5 1.6 0.1
C -17.2777 -7.3784 7.7918 1.0 0.3 0.7
H -16.5447 -9.0868 8.9398 -0.2 0.0 -0.1
H -16.1953 -9.0682 7.1651 0.1 -0.5 0.3
H -14.4596 -7.4724 7.4000 -0.5 -0.1 -0.7
H -14.2030 -8.2599 8.8073 -0.3 -0.2 0.6
H -14.6378 -5.6907 8.6782 -0.8 0.6 0.2
H -15.4069 -6.6856 10.0362 0.4 0.9 0.2
H -17.2249 -7.0572 6.7515 -0.2 -0.1 -0.2
H -18.2856 -7.6786 8.0783 0.0 0.4 0.0
C -20.2927 -2.4795 4.4016 0.5 -0.1 -1.2
C -18.9437 -1.8004 4.1305 -0.6 0.6 -1.3
C -18.4509 -1.5451 5.5313 0.8 -0.6 -0.2
O -19.0542 -2.5821 6.3607 0.5 0.6 0.2
C -19.8187 -3.3976 5.4785 -0.3 -0.7 0.8
H -20.6760 -3.0826 3.5786 0.0 0.3 -0.2
H -21.0118 -1.6999 4.6531 -0.3 -0.4 0.5
H -18.9484 -0.8989 3.5179 -0.6 0.4 0.3
H -18.3244 -2.4208 3.4826 0.3 -0.6 0.7
H -18.7103 -0.5552 5.9067 -0.2 -0.1 0.1
H -17.3646 -1.6300 5.5024 0.1 -0.1 0.6
H -20.5713 -3.9898 5.9989 -0.3 0.6 0.5
H -19.1520 -4.1749 5.1050 0.1 0.0 -0.7
C -17.8902 -6.4960 13.4690 0.9 -1.4 0.0
C -19.3209 -6.1522 13.1848 -1.4 0.0 -0.3
C -19.3373 -6.0672 11.6448 -1.1 0.1 -0.2
O -18.0337 -5.8320 11.2459 1.3 1.3 -0.5
C -17.2506 -6.6467 12.0880 0.7 0.3 0.0
H -17.7930 -7.4995 13.8833 0.0 0.3 0.8
H -17.4207 -5.7174 14.0702 0.2 -0.3 0.0
H -19.6192 -5.2645 13.7426 0.1 0.5 -0.6
H -20.0746 -6.8600 13.5298 0.3 -0.5 -0.1
H -20.0000 -5.3207 11.2070 0.0 0.4 0.2
H -19.6026 -6.9878 11.1250 -0.5 -0.6 0.6
H -16.1923 -6.3887 12.0488 -0.1 0.6 0.0
H -17.2425 -7.6598 11.6858 -0.5 -0.5 0.2
C -19.3118 -11.2528 9.2941 1.4 2.7 1.2
C -19.7211 -11.3115 7.8624 -0.5 0.0 -0.7
C -20.7898 -12.3669 7.9020 -0.8 0.1 0.1
O -20.4428 -13.1881 9.0085 -0.8 -2.1 -2.1
C -19.9623 -12.3720 10.0115 0.0 -0.8 0.5
H -19.6129 -10.3032 9.7365 -0.1 0.2 0.1
H -18.2296 -11.2445 9.4241 0.1 -0.2 -0.2
H -18.8610 -11.6022 7.2593 -0.3 0.0 -0.3
H -20.2335 -10.4314 7.4737 0.6 0.4 -0.1
H -20.9764 -12.7645 6.9044 0.7 -1.4 0.3
H -21.7872 -11.9740 8.0990 -0.2 0.7 0.4
H -19.2566 -12.9872 10.5697 -0.1 0.2 0.4
H -20.7951 -12.0504 10.6369 0.0 0.1 0.3
C -22.0918 -0.5622 7.5743 1.2 1.8 -1.0
C -22.6503 -1.9167 7.7262 -1.1 -1.4 0.2
C -21.9191 -2.4081 8.9162 -0.2 0.1 1.9
O -20.5928 -1.8097 8.8576 -0.1 -2.6 0.8
C -20.7225 -0.5380 8.3171 -0.6 0.2 -1.2
H -22.7019 0.2373 7.9947 -0.3 -0.2 -0.3
H -21.8760 -0.3992 6.5183 -0.3 0.6 0.0
H -22.5133 -2.6632 6.9439 0.5 0.5 -0.6
H -23.7323 -1.9369 7.8562 0.0 0.2 0.3
H -22.0210 -3.4850 9.0505 1.2 -0.2 -0.4
H -22.3631 -2.0500 9.8451 -0.3 0.5 0.2
H -19.9371 -0.4121 7.5719 0.2 0.2 0.3
H -20.6495 0.2363 9.0809 -0.1 0.0 0.1
Br -24.3434 -7.4609 10.7287 0.2 -1.7 -0.3
C -23.9420 -9.4309 10.3150 1.9 0.6 -0.4
C -25.0351 -10.3450 10.6438 -1.9 0.3 0.1
Br -24.5710 -12.2296 10.3952 0.2 0.6 0.2
H -23.0508 -9.6918 10.8857 0.0 0.4 0.2
H -23.6556 -9.5357 9.2685 -0.2 0.5 0.0
H -25.8637 -10.1805 9.9549 -0.1 -0.1 0.2
H -25.3749 -10.1031 11.6508 -0.1 -0.7 0.1
N -25.4745 -3.8795 8.8766 -0.4 -1.1 -2.0
C -26.4950 -3.2491 8.2038 -0.7 0.9 0.9
C -26.8478 -3.9320 7.0545 -0.7 2.2 1.0
C -25.9521 -4.9624 6.9184 1.2 -1.7 1.4
C -25.1660 -4.9609 8.0745 0.6 -0.6 -0.7
H -24.9970 -3.6136 9.7260 -0.4 0.0 -0.3
H -26.9398 -2.3720 8.6501 -0.1 0.0 -0.1
H -27.7068 -3.6281 6.4748 0.3 -0.2 -0.3
H -25.9592 -5.7602 6.1904 0.1 0.1 0.0
H -24.4467 -5.7198 8.3450 0.0 0.3 0.2
N -22.7588 -5.9416 1.8665 3.0 -0.4 -0.4
C -21.7327 -5.9878 2.7856 -1.1 -0.4 1.1
C -22.3509 -5.8373 4.0392 0.9 0.1 -0.7
C -23.7388 -5.6347 3.8340 0.2 0.1 -0.6
C -23.9055 -5.7039 2.4684 -2.3 0.1 -0.1
H -22.6079 -6.2054 0.9033 -0.3 0.3 0.1
H -20.7302 -6.2611 2.4912 -0.1 0.1 0.1
H -21.8366 -5.8535 4.9887 0.0 0.0 -0.1
H -24.5181 -5.4227 4.5510 0.2 0.0 0.0
H -24.7476 -5.6370 1.7955 -0.4 0.1 0.6
```
Forces are in eV/Å.

Orbital gap (alpha / beta) = 7.6 / 5.2 eV
Largest force on an atom = 3.29 eV/Å
Net charge = +1
Total energy = -7135.70640 a.u.
2S+1 = 2
Highest occupied orbital energy (alpha / beta) = -10.02 / -10.02 eV

Löwdin atomic charge list, values in e, 4 entries:
1. Tl 1.123
2. C -0.071
3. C -0.344
4. O -0.079

---

The ion C24H29 with charge +1 in a non-equilibrium geometry, computed with ωB97M-V/def2-TZVPD.

```
53
Properties=species:S:1:pos:R:3:forces:R:3
C -1.8965 0.0083 1.2972 -0.2 0.0 0.2
C -1.7136 -1.1479 2.2856 -0.2 -0.3 0.0
C -0.3081 -1.7418 2.4035 -0.2 0.3 -0.6
C 0.7349 -0.8641 3.2165 0.8 -0.5 0.5
C 1.3982 0.2348 2.4823 -0.3 0.3 -0.2
C 2.6912 0.1365 1.6672 -2.0 1.6 0.0
C 0.6785 1.5589 2.3965 -0.4 0.2 0.2
C -0.7765 1.7161 2.9517 0.4 -0.4 -0.4
C -1.9000 1.3936 1.9486 0.1 0.1 -0.1
H -1.1344 -0.0531 0.5054 -0.2 0.0 0.1
H -2.8869 -0.1250 0.8242 0.6 0.2 0.0
H -2.0834 -0.8709 3.2780 0.1 0.1 0.0
H -2.3855 -1.9616 1.9809 0.3 0.0 0.0
H -0.3819 -2.7202 2.8965 0.3 0.4 0.1
H 0.0925 -1.9331 1.3925 -0.1 0.0 0.4
H 0.2164 -0.5204 4.1511 0.5 -0.1 -0.9
H 1.5328 -1.5633 3.4833 -0.1 0.0 0.2
H 2.8869 1.1870 1.4644 -0.3 0.2 -0.7
H 2.3203 -0.3308 0.7175 -0.4 0.4 0.5
H 1.2937 2.3250 2.9245 0.2 -0.6 -0.1
H 0.7163 1.9435 1.3606 0.2 -0.3 0.1
H -0.8721 1.0853 3.8425 -0.1 0.2 -0.1
H -0.9231 2.7583 3.2813 0.3 -0.4 -0.1
H -1.9249 2.1507 1.1515 0.1 -0.1 0.2
H -2.8381 1.5055 2.4931 -0.1 0.1 0.0
C 4.1148 -0.3638 1.8018 1.7 -0.3 -0.6
C 4.6298 -0.3934 0.2910 -0.9 0.5 0.7
C 4.0813 -1.3745 -0.5401 0.8 0.1 -0.2
C 4.5674 -1.5474 -1.8385 0.0 0.1 0.2
C 5.5933 -0.7247 -2.3329 -0.7 0.2 0.1
C 5.9945 0.3715 -1.5544 -0.4 -0.2 -0.3
C 5.4400 0.5990 -0.2805 0.5 -0.7 -0.3
C 5.0172 0.5565 2.6380 -0.9 0.2 0.1
C 4.9219 0.5657 3.9766 -0.2 -0.9 -1.4
C 5.8855 1.1826 4.8577 1.0 0.9 1.0
C 5.8053 0.9247 6.2440 -0.3 0.7 -0.9
C 6.6021 1.6282 7.1402 0.5 0.1 -0.2
C 7.5478 2.5642 6.6766 -0.1 -0.9 -0.1
C 7.7132 2.7335 5.2902 0.1 -0.3 0.4
C 6.9218 2.0359 4.3815 -0.7 0.2 0.5
H 4.1973 -1.3915 2.1949 -0.1 0.3 -0.2
H 3.2601 -1.9792 -0.1594 0.3 -0.3 -0.1
H 4.1327 -2.3340 -2.4489 0.1 0.1 0.0
H 5.9197 -0.8483 -3.3815 0.1 0.0 0.9
H 6.7258 1.0632 -1.9737 -0.3 0.0 0.2
H 5.6656 1.5446 0.2120 0.2 -0.5 0.1
H 5.6904 1.2564 2.1117 -0.3 -0.9 0.4
H 4.0903 -0.0414 4.3846 0.7 0.2 0.3
H 5.0276 0.2273 6.5629 0.3 0.2 0.2
H 6.5147 1.3997 8.1989 0.1 0.2 -0.1
H 8.2354 3.0340 7.3934 -0.5 0.0 -0.4
H 8.5114 3.3774 4.9226 -0.3 -0.1 0.1
H 7.0578 2.2462 3.3151 -0.1 -0.2 0.4
```
Forces are in eV/Å.

Orbital gap = 5.4 eV
Largest force on an atom = 2.54 eV/Å
Net charge = +1
Total energy = -931.57082 a.u.
Highest occupied orbital energy = -10.83 eV

Löwdin atomic charge list, values in e, 4 entries:
1. C -0.194
2. C -0.204
3. C -0.136
4. C -0.102

---

A structure of composition C27H20AlCl3N3O3S3, computed with ωB97M-V/def2-TZVPD.

```
60
Properties=species:S:1:pos:R:3:forces:R:3
Al -1.2622 0.2081 0.0378 0.1 0.3 -0.2
C 3.2283 -0.7728 0.4929 0.1 0.1 0.0
C 1.7473 -0.7934 0.2497 -0.2 -0.2 0.1
N 1.0236 0.2623 0.2492 0.0 0.0 -0.2
N 1.6856 1.4730 0.4193 -0.1 -0.1 -0.2
C 0.9783 2.4416 -0.0567 0.1 0.2 0.1
S -0.5952 2.3607 -0.7432 0.0 0.1 0.2
S 1.6925 4.0768 0.0463 -0.2 -0.1 -0.1
C 3.4393 3.7100 -0.2934 0.2 0.0 0.1
C 3.7298 3.5470 -1.7569 0.0 0.0 0.0
C 4.1814 4.6280 -2.5061 0.0 0.0 0.0
C 4.4299 4.4991 -3.8632 0.0 0.0 0.0
C 4.2216 3.2817 -4.4933 0.0 0.0 -0.1
C 3.7650 2.1993 -3.7570 0.0 0.0 0.0
C 3.5228 2.3299 -2.3989 0.0 0.0 0.0
C 1.0750 -2.0805 -0.0076 0.1 0.1 0.0
C 1.6775 -3.2735 0.4043 0.0 0.0 0.0
C 1.1359 -4.5098 0.1194 0.0 0.0 0.0
C -0.0329 -4.5693 -0.6349 -0.1 0.0 0.0
C -0.6504 -3.4120 -1.0562 0.1 0.0 0.0
C -0.1421 -2.1438 -0.7275 -0.2 0.1 -0.1
O -0.8211 -1.0796 -1.1255 0.0 0.0 0.1
H 3.6727 0.1432 0.1116 -0.1 0.0 0.0
H 3.7103 -1.6319 0.0332 0.0 0.0 0.0
H 3.4264 -0.7969 1.5665 0.0 0.0 0.1
H 3.7071 2.8237 0.2772 0.0 0.0 0.0
H 4.0029 4.5546 0.1063 -0.1 0.0 0.0
H 4.3347 5.5826 -2.0173 0.0 0.0 0.0
H 4.7828 5.3506 -4.4298 0.0 0.0 0.0
H 4.4078 3.1783 -5.5542 0.0 0.0 0.0
H 3.5864 1.2486 -4.2419 0.0 0.0 0.0
H 3.1452 1.4886 -1.8352 0.0 -0.1 0.1
H 2.5960 -3.2265 0.9749 0.0 0.0 0.0
H 1.6170 -5.4133 0.4690 0.0 0.0 0.0
H -0.4706 -5.5282 -0.8845 0.0 0.0 0.0
H -1.5653 -3.4393 -1.6317 0.0 0.0 0.0
S -1.6662 -1.0633 4.3612 0.1 0.0 0.1
C -0.5045 0.1887 4.2316 0.0 0.0 -0.1
C -0.3550 0.6036 2.9435 -0.1 0.0 0.1
C -1.1943 -0.0751 2.0033 0.0 0.0 0.2
C -1.9461 -1.0111 2.6619 -0.1 -0.1 -0.2
C -2.9343 -1.8650 1.9979 0.1 0.1 0.1
C -3.7879 -2.7460 2.6578 0.0 0.0 -0.1
C -4.7085 -3.4562 1.9091 0.0 0.0 0.0
C -4.7651 -3.2636 0.5371 0.0 0.0 0.0
C -3.8740 -2.3661 -0.0320 -0.1 -0.1 -0.1
N -2.9768 -1.7010 0.6754 0.0 0.0 0.1
H 0.0101 0.5503 5.1058 0.0 0.0 0.1
H 0.3408 1.3813 2.6649 0.1 0.1 0.0
H -3.7369 -2.8614 3.7312 0.0 0.0 0.1
H -5.3868 -4.1452 2.3955 0.0 0.0 0.0
H -5.4866 -3.7814 -0.0776 0.0 0.0 0.0
H -3.8825 -2.1567 -1.0950 0.0 0.0 0.0
Cl -3.6574 2.3572 1.9282 0.1 0.0 0.0
C -4.7930 1.9304 0.6540 -0.1 0.0 0.0
Cl -6.2452 1.2314 1.3985 0.0 -0.1 0.0
Cl -5.2511 3.4065 -0.2330 0.0 0.0 0.0
C -4.2138 0.9197 -0.4079 0.0 -0.1 -0.1
O -5.0135 0.3978 -1.1515 -0.1 0.0 0.0
O -2.9544 0.8087 -0.4024 0.4 0.1 0.0
```
Forces are in eV/Å.

Orbital gap = 7.8 eV
Largest force on an atom = 0.37 eV/Å
Net charge = -1
Total energy = -4248.73000 a.u.
Highest occupied orbital energy = -5.30 eV

Löwdin atomic charge list, values in e, 4 entries:
1. Al -0.039
2. C -0.020
3. C -0.236
4. N 0.001

---

A structure of composition C15H26F6NO3P2Pm in a non-equilibrium geometry, computed with ωB97M-V/def2-TZVPD.

```
54
Properties=species:S:1:pos:R:3:forces:R:3
Pm 0.2818 -0.8526 -0.6488 -3.3 1.6 -2.0
P -2.7309 -0.5637 -0.0163 -0.5 1.1 -1.3
C -2.9184 0.4700 -1.4681 1.1 -0.2 -1.0
C -2.1111 1.6579 -1.5700 -0.1 -1.3 -0.1
N -0.7628 1.6132 -1.2008 -0.1 -0.7 0.7
C -0.0912 2.7877 -1.1173 -0.4 1.2 -0.3
C -0.6743 4.0023 -1.4757 0.9 -0.4 0.4
C -1.9808 4.0436 -1.9606 -0.8 -1.0 -0.3
C -2.6877 2.8567 -2.0476 0.3 0.7 -0.1
C 1.3402 2.8255 -0.6060 -0.3 -0.3 0.3
P 2.2025 1.1826 -0.6198 0.6 2.1 -0.4
H -3.7128 2.7999 -2.4249 0.4 0.2 0.3
H -0.0914 4.9111 -1.3733 -0.1 -0.1 0.0
H -2.4572 4.9745 -2.2550 0.2 -0.1 0.0
H 1.9331 3.5265 -1.2166 -0.1 -0.3 0.3
H 1.3673 3.1952 0.4378 -0.1 -0.2 -0.4
H -1.9187 -0.7322 -2.5212 -1.4 1.3 0.9
H -3.8373 0.4233 -2.0636 0.1 0.2 0.6
H 1.8199 -3.0788 -2.7136 -0.4 0.7 -0.1
O -1.1466 -1.3306 -2.5681 1.7 -1.1 -0.6
H -1.0410 -1.4801 -3.5200 0.3 -0.3 0.1
H 1.4497 -2.7565 0.7397 0.2 -0.2 0.1
O 1.8545 -2.1395 -2.4205 0.8 -0.8 1.0
H 2.7856 -2.0881 -2.1065 -0.5 0.2 -0.5
C 3.0203 1.3152 -2.2532 0.0 -0.6 -0.2
H 3.7747 2.1144 -2.1963 -0.3 -0.3 -0.1
H 3.5075 0.3598 -2.4952 0.1 0.4 -0.1
H 2.2885 1.5436 -3.0395 0.2 -0.1 0.2
C 3.6035 1.5205 0.4840 0.3 -0.5 0.5
H 4.0026 0.5617 0.8350 0.2 0.3 0.0
H 4.3949 2.0595 -0.0509 -0.2 -0.1 0.2
H 3.2864 2.1042 1.3551 0.0 -0.1 -0.2
C -3.6411 0.5215 1.1347 0.4 -0.2 0.9
H -4.7185 0.4001 0.9681 0.3 0.0 0.1
H -3.3680 0.2450 2.1555 -0.4 0.3 0.2
H -3.3687 1.5636 0.9377 0.1 -0.3 0.1
C -3.9541 -1.8911 -0.3043 0.3 -0.5 0.2
H -3.7863 -2.6754 0.4440 -0.2 0.1 -0.2
H -4.9736 -1.5063 -0.1930 0.3 0.0 -0.1
H -3.8371 -2.3313 -1.2996 0.0 0.1 0.2
C 2.5501 -1.6810 3.0824 0.2 0.1 0.0
C 1.2230 -2.2044 2.6043 -0.2 -0.4 -0.4
O 1.0470 -1.9719 1.1492 0.9 -0.7 0.9
C 1.1360 -3.7502 2.6606 -0.2 -1.8 0.5
F 1.0936 -4.2840 3.9002 0.1 1.1 -1.7
F 0.0683 -4.1957 1.9352 1.0 0.3 0.9
F 2.2576 -4.2358 2.0024 -1.1 0.5 0.6
C 0.0253 -1.4853 3.2185 -1.9 0.9 1.0
F 0.0888 -1.3659 4.5620 0.2 -0.3 -1.6
F -0.0319 -0.2070 2.6921 0.3 -1.1 0.2
F -1.1515 -2.0864 2.8930 1.2 0.6 0.3
H 3.3412 -2.1903 2.5105 -0.2 0.2 0.4
H 2.6522 -1.8973 4.1664 0.1 0.2 -0.7
H 2.5970 -0.5976 2.8780 0.0 -0.4 0.3
```
Forces are in eV/Å.

Orbital gap (alpha / beta) = 4.8 / 5.4 eV
Largest force on an atom = 4.20 eV/Å
Net charge = +2
Total energy = -2757.42504 a.u.
ΔE to the lowest compared entry with this formula, charge and spin = 147.4 kJ/mol
2S+1 = 5
Highest occupied orbital energy (alpha / beta) = -11.98 / -11.99 eV

Löwdin atomic charge list, values in e, 4 entries:
1. Pm 1.649
2. P 0.759
3. C -0.387
4. C -0.375

---

A cluster of 7 separate species, C4H18O10 in total in a non-equilibrium geometry, computed with ωB97M-V/def2-TZVPD.

```
32
Properties=species:S:1:pos:R:3:forces:R:3
O -0.0928 -0.1899 -2.3690 -0.2 0.2 0.2
C 0.1575 -1.0113 -1.5336 0.4 -0.3 -1.1
O 1.1146 -1.9655 -1.7715 -0.3 -0.2 0.6
C -0.4709 -1.1375 -0.1761 0.3 0.5 -0.4
C -0.5196 0.2258 0.5004 0.0 0.9 0.8
C 0.0943 0.1322 1.8632 0.4 1.2 0.7
O -0.5866 0.8828 2.7585 -0.4 -0.1 0.0
O 1.1500 -0.3705 2.1622 -0.2 -0.6 -0.3
H 1.5637 -1.8240 -2.6166 -0.3 0.3 -0.2
H 0.1625 -1.7685 0.4358 -0.1 -0.1 -0.1
H -1.4437 -1.6201 -0.2571 -0.1 0.2 0.0
H -1.4257 0.8125 0.5538 -0.8 -0.9 0.1
H -0.0005 1.0801 0.0528 0.9 -1.1 -0.5
H -0.1445 0.8727 3.6231 0.1 -0.1 -0.2
H 1.3653 -3.5100 -0.2613 0.3 -0.2 -0.3
H 1.5334 -2.9592 1.1079 0.5 -0.2 0.3
O 1.9993 -3.5149 0.4649 -0.5 0.4 0.3
H 3.4397 -0.4578 0.5197 -0.1 -0.1 0.1
H 2.5554 -1.2446 -0.4690 0.3 0.0 0.2
O 3.1085 -0.4538 -0.3808 -0.2 0.1 -0.4
H 0.0717 2.7686 -0.7026 -0.1 0.3 -0.3
H -0.9002 3.6788 -1.4735 0.1 0.1 0.0
O -0.8042 3.2009 -0.6450 -0.1 -0.2 0.0
H -2.6148 1.8127 -1.1509 0.1 0.0 0.1
H -3.0297 0.6050 -1.9856 0.0 0.0 -0.1
O -3.1409 1.0015 -1.1170 -0.1 0.0 0.0
H 2.1692 1.3034 -1.0209 0.2 -0.2 0.4
H 1.9500 2.1332 0.2883 0.4 -0.3 -0.1
O 1.7603 2.0970 -0.6543 -0.3 0.7 -0.2
H -2.5660 0.1015 1.9912 -0.1 0.1 0.3
H -3.2041 -0.2350 0.6596 -0.3 0.2 0.1
O -3.2512 -0.4461 1.6033 -0.1 -0.3 -0.2
```
Forces are in eV/Å.

Orbital gap = 11.3 eV
Largest force on an atom = 1.48 eV/Å
Total energy = -915.65302 a.u.
ΔE to the lowest compared entry with this formula, charge and spin = 24.5 kJ/mol
Highest occupied orbital energy = -11.09 eV

Löwdin atomic charge list, values in e, 4 entries:
1. O 0.135
2. C -0.487
3. O 0.061
4. C -0.038